a | Density functional theory data (ωB97M-V/def2-TZVPD) for one molecule with the formula C22H28N2O4.

Last column: Mulliken charge in e.
Positions of all 56 atoms, in Å:
C -4.1954 4.7752 -0.5568  -0.4982
C -3.7462 4.5276 -1.9943  -0.5163
O -3.7094 3.1563 -2.3287  -0.4635
C -2.6535 2.3859 -1.9412  0.7176
C -2.7157 1.0471 -2.3323  -0.9745
C -1.6983 0.1671 -2.0352  -0.3327
C -0.5839 0.6084 -1.3258  0.3727
N 0.5006 -0.2175 -1.0021  0.0787
C 0.6388 -1.5489 -1.1955  0.1492
O -0.1660 -2.2778 -1.7361  -0.6769
C 1.9447 -2.0809 -0.5590  -0.4164
N 1.6822 -2.2145 0.8662  0.0353
C 1.6846 -1.1379 1.6790  0.5431
O 2.0912 -0.0404 1.3651  -0.7027
O 1.1903 -1.4485 2.8949  -0.4732
C 0.9983 -0.3337 3.7601  -0.8451
C -0.0314 0.6347 3.2324  0.5116
C 0.0436 1.9791 3.5699  -0.6214
C -0.9048 2.8701 3.1009  -0.7578
C -1.9277 2.4277 2.2798  -0.1939
C -2.0005 1.0920 1.9272  -0.6545
C -1.0607 0.1984 2.4087  -0.0778
C 2.3878 -3.4150 -1.1686  0.4434
C 2.6863 -3.2150 -2.6530  -1.5985
C 3.6077 -3.9681 -0.4219  -0.3340
C 3.8733 -5.4377 -0.7270  -1.3496
C -0.5251 1.9370 -0.9214  -0.9208
C -1.5440 2.8214 -1.2241  -0.2910
H -5.1626 4.3085 -0.3882  0.2914
H -4.2813 5.8436 -0.3778  0.3759
H -3.4827 4.3551 0.1480  -0.1074
H -2.7746 4.9997 -2.1860  0.3504
H -4.4780 4.9554 -2.6861  0.3155
H -3.5816 0.7181 -2.8846  0.4094
H -1.7592 -0.8609 -2.3502  0.5370
H 1.2136 0.2374 -0.4386  0.2310
H 2.7395 -1.3350 -0.6679  0.3885
H 1.1838 -3.0359 1.1729  0.3363
H 0.6704 -0.7729 4.7068  0.3300
H 1.9528 0.1828 3.9100  0.3842
H 0.8478 2.3269 4.2017  0.3822
H -0.8409 3.9134 3.3732  0.4029
H -2.6698 3.1227 1.9166  0.4376
H -2.7880 0.7439 1.2759  0.4267
H -1.1263 -0.8458 2.1386  0.4526
H 1.5531 -4.1175 -1.0738  0.2891
H 1.8012 -2.8577 -3.1710  0.3744
H 3.4875 -2.4906 -2.7865  0.3562
H 2.9880 -4.1531 -3.1091  0.4135
H 3.4521 -3.8573 0.6530  0.3548
H 4.4856 -3.3757 -0.6889  0.3062
H 3.0013 -6.0413 -0.4848  0.3319
H 4.1109 -5.5855 -1.7768  0.3069
H 4.7132 -5.7973 -0.1370  0.4044
H 0.3280 2.2826 -0.3552  0.3483
H -1.4507 3.8442 -0.8954  0.4176

## Properties
HOMO (eV): -7.784
Lowest unoccupied orbital energy (eV): 0.776
SMILES: CCOc1ccc(NC(=O)[C@@H](NC(=O)OCc2ccccc2)[C@@H](C)CC)cc1
Spin multiplicity: 1

b | Density functional theory data (ωB97M-V/def2-TZVPD) for one molecule with the formula C22H28N2O4.

Last column: Mulliken charge in e.
Positions of all 56 atoms, in Å:
C -2.5769 0.7766 -4.8761  -0.8520
O -2.7214 0.9771 -3.4911  -0.4729
C -1.7282 1.6297 -2.8233  0.8436
C -1.9292 1.8080 -1.4547  -0.5502
C -0.9722 2.4394 -0.6881  -0.4256
C 0.2080 2.9122 -1.2526  0.3687
C 1.2599 3.5552 -0.3894  -1.2393
C 2.6701 2.9993 -0.6538  -1.0798
N 2.6968 1.5640 -0.8135  0.3154
C 2.3669 0.7011 0.2926  -1.4018
C 1.2571 -0.2982 -0.0900  1.9130
C 1.2087 -1.3776 0.9938  0.0262
O 1.7692 -2.4462 0.8383  -0.7127
N 0.5586 -1.0846 2.1459  0.1168
C -0.0887 0.1562 2.4912  -0.6862
C 0.5668 -2.0811 3.2133  -0.9991
C -0.8069 -2.5560 3.5455  0.4485
C -1.6267 -2.2900 4.6029  -0.6705
C -2.8243 -3.0103 4.3680  -0.3876
C -2.6536 -3.6589 3.1809  0.3861
C -3.5482 -4.5618 2.4109  -1.2515
O -1.4318 -3.3847 2.6794  -0.3031
C 1.5594 -0.9222 -1.4631  -0.8989
C 2.9250 -0.4931 -2.0020  -1.0310
C 3.0302 1.0134 -2.0057  0.7965
O 3.3657 1.6716 -2.9718  -0.7053
C 0.3873 2.7549 -2.6190  -0.5167
C -0.5617 2.1185 -3.4001  -0.5096
H -1.6962 0.1679 -5.1053  0.3305
H -3.4732 0.2450 -5.1918  0.2402
H -2.5116 1.7271 -5.4153  0.3351
H -2.8427 1.4385 -1.0157  0.4532
H -1.1523 2.5783 0.3702  0.4872
H 0.9928 3.4123 0.6607  0.4074
H 1.2864 4.6326 -0.5740  0.4538
H 3.3365 3.2925 0.1658  0.3843
H 3.0685 3.4057 -1.5856  0.5090
H 2.0534 1.3195 1.1334  0.3955
H 3.2556 0.1339 0.6015  0.3088
H 0.3046 0.2297 -0.1515  -0.4212
H 0.5790 0.7920 3.0830  0.2381
H -0.4110 0.7001 1.6089  0.0571
H -0.9699 -0.0683 3.0950  0.4122
H 1.1731 -2.9148 2.8492  0.4269
H 1.0249 -1.6494 4.1089  0.3436
H -1.4037 -1.6717 5.4490  0.4722
H -3.6900 -3.0394 4.9973  0.4531
H -3.0849 -5.5401 2.2896  0.2952
H -3.7338 -4.1551 1.4177  0.2947
H -4.4928 -4.6762 2.9336  0.3297
H 1.5413 -2.0095 -1.3725  0.4478
H 0.7888 -0.6205 -2.1744  0.2495
H 3.7178 -0.9106 -1.3776  0.3762
H 3.0661 -0.8551 -3.0202  0.4344
H 1.2868 3.1150 -3.0924  0.3312
H -0.3735 2.0080 -4.4561  0.4332

## Properties
HOMO (eV): -8.431
Lowest unoccupied orbital energy (eV): 0.609
SMILES: COc1ccc(CCN2C[C@H](C(=O)N(C)Cc3ccc(C)o3)CCC2=O)cc1
Spin multiplicity: 1

Tell me which of them is the most stable. Sure, it is a.

a | Density functional theory data (ωB97M-V/def2-TZVPD) for one molecule with the formula C3H6FN3.

Last column: Mulliken charge in e.
Positions of all 13 atoms, in Å:
H 0.2051 -1.5973 -0.9194  0.2952
N -0.7070 -1.5490 -0.4691  -0.8339
C -0.9865 -0.3349 -0.1805  0.5230
N -2.2513 0.0055 0.2162  -0.4639
C -0.0386 0.7983 -0.2214  0.0961
F -0.6091 2.0225 -0.3299  -0.3260
C 1.2924 0.7374 -0.0836  -0.1085
N 2.0502 -0.4069 0.0609  -0.5327
H -2.8706 -0.7544 0.3789  0.2521
H -2.4138 0.8836 0.7141  0.2241
H 1.8288 1.6498 -0.1211  0.4053
H 1.5487 -1.1830 0.4496  0.2198
H 2.9517 -0.2718 0.5054  0.2493

## Properties
HOMO (eV): -8.498
Lowest unoccupied orbital energy (eV): 0.895
SMILES: [H]/N=C(N)\C(F)=C/N
Spin multiplicity: 1

b | Density functional theory data (ωB97M-V/def2-TZVPD) for one molecule with the formula C3H6FN3.

Last column: Mulliken charge in e.
Positions of all 13 atoms, in Å:
H -1.4732 0.8702 -0.6662  0.2972
N -0.6058 1.3460 -0.9784  -0.7535
C 0.4231 0.6518 -0.6902  0.2472
N 1.7298 1.1110 -1.0139  -0.5462
C 0.4725 -0.6553 0.0499  0.1803
F 1.5361 -1.4271 -0.2061  -0.3192
C -0.5015 -1.1342 0.8169  0.0358
N -1.5640 -0.4306 1.2842  -0.5294
H 1.6372 1.8674 -1.7195  0.3013
H 2.2696 0.3429 -1.3879  0.2756
H -0.4197 -2.1860 1.1072  0.3453
H -1.3209 0.5586 1.5119  0.2496
H -2.1833 -0.9146 1.8920  0.2160

## Properties
HOMO (eV): -8.404
Lowest unoccupied orbital energy (eV): 0.831
SMILES: [H]/N=C(N)\C(F)=C/N
Spin multiplicity: 1

c | Density functional theory data (ωB97M-V/def2-TZVPD) for one molecule with the formula C3H6FN3.

Last column: Mulliken charge in e.
Positions of all 13 atoms, in Å:
H -2.0976 -0.8795 1.6230  0.2479
N -2.0351 0.0792 1.3899  -0.7307
C -1.0203 0.0293 0.5439  0.2092
N -0.6539 1.1105 -0.1168  -0.1124
N 0.3394 0.9790 -1.0134  -0.4342
C 1.3785 0.0060 -0.3059  -0.5566
C 0.2347 -0.9447 0.1337  0.1928
F -0.2479 -1.3618 -1.1643  -0.3098
H -0.8011 1.8193 0.5240  0.2501
H 0.2449 0.8756 -1.9693  0.2518
H 1.8698 0.4091 0.6628  0.2360
H 2.3262 -0.2698 -1.0020  0.3068
H 0.4625 -1.8522 0.6943  0.4490

## Properties
HOMO (eV): -8.933
Lowest unoccupied orbital energy (eV): 0.888
SMILES: [H]/N=C1/NNC[C@@H]1F
Spin multiplicity: 1

Tell me which of them is the most stable. Sure, it is a.

a | Density functional theory data (ωB97M-V/def2-TZVPD) for a 2-piece molecular cluster, C4H9FN2O overall.

Last column: Mulliken charge in e.
Positions of all 17 atoms, in Å:
C -2.7809 0.4005 -0.2940  -1.0254
C -1.3550 0.2961 0.1438  0.7083
O -0.7228 1.4669 0.2595  -0.4680
N -0.6915 -0.7596 0.4030  -0.1796
F -1.4418 -1.9249 0.2659  -0.2457
H -3.4088 -0.2379 0.3231  0.3211
H -3.1046 1.4339 -0.2230  0.3191
H -2.8632 0.0629 -1.3264  0.2648
H 0.2104 1.3139 0.4837  0.3175
C 1.7971 0.4622 -1.0699  -0.4380
N 1.4608 -0.5354 -0.3926  -0.3231
C 2.1375 -0.8620 0.8206  -0.7674
H 2.5786 1.1811 -0.7887  0.3149
H 1.2868 0.6423 -2.0057  0.2975
H 2.8727 -0.1103 1.1403  0.3053
H 1.3854 -1.0121 1.5927  0.2935
H 2.6393 -1.8179 0.6675  0.3051

## Properties
HOMO (eV): -8.807
Lowest unoccupied orbital energy (eV): 0.834
SMILES: C/C(O)=N\F.C=NC
Spin multiplicity: 1

b | Density functional theory data (ωB97M-V/def2-TZVPD) for C4H9FN2O as an isolated structure.

Last column: Mulliken charge in e.
Positions of all 17 atoms, in Å:
C 1.4946 1.5313 0.0301  -0.5473
C 0.0794 -0.2963 -0.5586  -0.2053
C 0.7084 -1.3830 0.3044  -0.4791
C -1.3340 -0.5131 -1.0341  -0.1741
H 2.5864 0.7310 -0.5036  0.2101
H 1.7909 1.5189 1.4706  0.1848
H 1.3929 2.7594 -0.4964  0.2253
H 0.6940 -0.5744 -1.3574  0.4891
H 0.3553 -2.3614 0.0114  0.3974
H 0.3029 -1.3466 1.2506  0.3691
H -1.5501 -0.8422 -2.1047  0.3576
H -2.9788 0.6690 1.1655  0.2896
H -1.2706 0.4599 1.2306  0.3111
N -2.3964 -0.2920 -0.3317  -0.4341
N -2.1981 0.0405 1.0539  -0.4245
O 0.2611 1.1705 -0.3267  -0.2861
F 2.0621 -1.2715 0.1961  -0.2837

## Properties
HOMO (eV): -9.549
Lowest unoccupied orbital energy (eV): 0.722
Spin multiplicity: 1

Tell me which of them is the most stable. Sure, it is a.